[1]
38
Properties=species:S:1:pos:R:3:forces:R:3:nbo_charge:R:1 method="wB97M-V/def2-TZVPD" charge=+1 total_energy_ha=-2068.0621 de_lowest_kj_mol=633.67 e_homo_ha=-0.4835 gap_ev=7.8891 e_lumo_ev=-5.27
O 5.010 -4.178 2.182 -6.0 4.2 -5.9 -0.491
C 4.174 -3.576 1.330 4.5 -3.2 2.6 0.762
O 4.335 -3.772 -0.140 -1.4 2.2 3.7 -0.663
C 2.945 -2.571 1.809 0.0 -0.6 -1.1 -0.574
C 1.533 -3.358 1.562 -2.5 -3.3 -0.7 0.407
N 1.361 -4.877 1.466 -2.6 6.5 -0.1 -0.135
N -0.018 -5.008 1.208 -1.9 4.4 -0.2 -0.318
C -0.864 -3.747 1.128 6.1 -1.5 0.8 0.213
N 0.206 -2.683 1.359 1.0 -5.6 -0.6 -0.711
P -0.360 -1.010 1.287 -2.4 2.0 -1.9 1.067
O -0.501 -0.667 -0.452 -0.3 -1.6 2.3 -0.963
I 1.239 0.651 2.105 -0.1 -0.8 -0.6 0.038
H 3.898 -2.972 -0.575 0.8 -1.5 0.7 0.482
H 2.976 -1.657 1.050 -0.2 -1.8 1.8 0.271
H 3.086 -2.212 2.935 -0.3 -1.0 -2.6 0.319
H -0.459 -5.954 1.056 1.0 1.3 0.3 0.470
H -2.023 -3.622 0.896 2.9 -0.3 0.7 0.321
H -1.378 -1.075 -0.732 1.4 0.8 0.5 0.500
C -1.903 5.477 2.014 -0.2 1.3 -0.4 -0.135
C -0.960 4.745 2.905 0.2 0.4 1.0 0.442
O -1.466 3.429 2.910 -0.1 -0.1 -1.0 -0.485
C -2.075 3.278 1.700 -1.1 -2.1 -1.4 0.968
O -2.390 2.202 1.222 0.8 2.2 1.0 -0.593
O -2.282 4.482 1.084 0.2 -1.4 0.3 -0.465
F -1.016 5.227 4.167 0.2 0.0 0.1 -0.316
H -2.792 5.838 2.542 0.2 -0.1 0.2 0.214
H -1.428 6.323 1.510 -0.1 -0.2 -0.1 0.219
H 0.077 4.739 2.553 0.0 0.0 0.2 0.153
C -1.574 1.033 -3.618 -0.8 0.5 0.8 -0.134
C -1.021 -0.269 -4.089 -0.3 -0.5 -0.5 0.441
O -0.282 0.083 -5.236 0.2 0.5 0.7 -0.475
C 0.130 1.362 -5.015 2.5 2.0 -1.9 0.952
O 1.013 1.916 -5.648 -2.3 -1.4 1.7 -0.544
O -0.564 1.948 -3.991 0.6 -0.4 -0.6 -0.472
F -2.013 -1.108 -4.461 -0.1 -0.4 0.1 -0.326
H -2.510 1.301 -4.119 0.1 -0.3 -0.1 0.212
H -1.738 1.049 -2.537 0.2 0.2 -0.1 0.204
H -0.364 -0.765 -3.366 -0.1 -0.1 -0.1 0.143

=====

[2]
23
Properties=species:S:1:pos:R:3:forces:R:3:lowdin_spin:R:1 method="wB97M-V/def2-TZVPD" multiplicity=3 charge=+1 total_energy_ha=-442.5986 de_lowest_kj_mol=0.00 e_homo_ha="-0.4206 / -0.5216" gap_ev="7.1198 / 8.8043" e_lumo_ev="-4.33 / -5.39"
C -2.894 0.793 -0.094 0.1 -1.1 -0.1 0.035
C -1.972 1.811 -0.193 1.7 0.4 -0.1 -0.002
C -2.409 -0.522 0.080 -1.0 -0.1 0.0 -0.006
C -0.612 1.539 0.051 -0.6 -0.1 0.9 0.041
C -1.052 -0.775 0.188 0.9 -0.1 0.4 0.052
C 3.316 1.408 0.060 0.9 0.9 0.0 0.381
C 2.042 1.067 -0.317 -0.2 0.7 -1.8 0.040
C -0.425 -2.126 0.341 -1.4 -0.3 0.1 0.127
C 0.642 -2.482 -0.605 -1.2 -0.3 -3.0 0.723
C 1.232 0.137 0.338 0.5 1.7 -0.4 0.405
N -0.155 0.255 0.250 -2.6 1.9 -1.6 0.047
H -3.972 0.983 -0.161 0.5 -0.1 -0.1 0.002
H -2.207 2.826 -0.504 -0.2 -0.2 0.5 0.000
H -3.152 -1.368 0.093 1.1 0.9 0.0 0.000
H 0.144 2.294 0.350 -0.9 -0.3 -0.9 0.000
H 3.846 2.128 -0.601 -0.3 -0.7 0.7 0.019
H 3.851 1.153 1.002 -0.7 -0.2 -0.9 0.016
H 1.687 1.623 -1.284 0.4 -1.4 1.8 -0.002
H -0.007 -2.215 1.326 0.1 0.2 0.8 0.003
H -1.302 -2.802 0.359 0.5 -0.3 -0.3 0.035
H 1.445 -3.043 -0.214 0.9 -0.4 0.1 0.040
H 0.443 -2.514 -1.748 0.4 0.2 2.2 0.028
H 1.512 -0.172 1.283 1.0 -1.4 1.6 0.016

=====

[3]
37
Properties=species:S:1:pos:R:3:forces:R:3:lowdin_spin:R:1 method="wB97M-V/def2-TZVPD" multiplicity=4 charge=0 total_energy_ha=-2490.0447 de_lowest_kj_mol=23.92 e_homo_ha="-0.2120 / -0.2807" gap_ev="5.9101 / 5.4147" e_lumo_ev="0.14 / -2.22"
Pt -1.524 1.194 -1.301 -1.4 0.0 -0.1 0.599
N 0.994 1.936 -3.146 -0.7 -1.0 1.3 0.009
C 1.376 1.407 -1.918 1.0 1.6 -1.7 0.018
N 2.678 1.355 -1.696 0.2 -0.3 -0.3 0.066
C 3.004 0.879 -0.494 -0.1 -0.3 1.0 0.029
N 4.316 0.833 -0.232 1.3 0.3 -1.5 0.008
N 2.200 0.484 0.498 -0.3 0.0 -0.7 0.105
C 0.881 0.619 0.209 0.8 0.3 -0.4 0.180
N 0.474 1.097 -1.029 -0.5 -0.6 0.5 0.078
C -0.109 0.429 1.175 0.2 -0.2 -0.5 0.109
C 0.219 0.024 2.485 -0.7 0.7 1.0 0.081
C -0.706 0.189 3.486 -0.2 -0.6 -0.5 0.033
C -2.026 0.548 3.134 0.2 0.1 -0.3 0.135
C -2.289 0.858 1.813 0.5 -0.5 -0.6 0.018
N -1.383 0.776 0.813 0.0 -0.1 1.9 0.352
H 1.686 2.413 -3.673 0.7 0.1 -0.1 0.001
H 0.117 2.422 -3.100 -0.4 0.1 -0.2 0.009
H 4.973 1.048 -0.978 -0.5 0.0 0.4 0.001
H 4.688 0.560 0.636 0.0 -0.3 1.0 0.000
H 1.222 -0.253 2.701 0.7 -0.1 0.0 0.006
H -0.474 0.003 4.529 0.1 -0.1 -0.1 -0.001
H -2.816 0.504 3.872 0.0 0.4 -0.1 0.009
H -3.240 1.151 1.463 -1.1 0.2 -0.1 -0.001
S -4.426 3.884 0.930 -0.2 -0.1 1.5 0.875
Sb -3.761 3.689 -1.292 -0.5 0.6 -2.0 0.035
S -3.842 1.336 -1.646 0.2 -0.2 0.1 0.100
S -1.411 3.470 -1.149 0.5 0.2 0.2 0.115
N 0.161 -4.940 -0.390 -0.2 0.6 -0.6 0.000
C -0.104 -3.654 -0.633 1.2 2.6 0.4 0.001
N 0.771 -2.672 -0.207 -1.8 -0.6 -0.3 0.007
N -1.170 -3.304 -1.317 -0.7 -0.2 -0.1 0.000
C -1.360 -2.020 -1.495 -0.2 2.1 -0.1 0.003
N -1.528 -0.863 -1.617 0.3 -2.8 0.1 0.014
H 0.778 -5.227 0.331 0.3 -0.2 0.4 0.000
H -0.485 -5.570 -0.807 -0.3 -0.7 -0.1 0.000
H 1.679 -2.892 0.085 1.2 -0.3 0.6 0.000
H 0.439 -1.712 -0.039 0.3 -0.7 -0.2 0.006

=====

[4]
24
Properties=species:S:1:pos:R:3:forces:R:3:nbo_charge:R:1 method="wB97M-V/def2-TZVPD" charge=0 total_energy_ha=-497.4384 de_lowest_kj_mol=850.28 e_homo_ha=-0.3041 gap_ev=9.1500 e_lumo_ev=0.87
C -3.345 0.143 0.307 -1.9 1.1 -0.9 -0.467
C -2.699 -1.089 -0.428 -1.6 0.4 -0.7 -0.279
C -0.283 -0.398 0.643 -2.3 1.5 -0.8 0.043
C -2.054 1.218 0.073 -5.6 -1.6 -5.9 -0.228
C 1.236 -0.367 0.313 -6.8 8.2 0.8 -0.037
C 1.557 1.007 0.048 9.6 -5.9 1.7 -0.135
C 2.983 1.336 -0.051 -2.4 -3.9 -0.5 -0.201
C 3.784 0.198 -0.277 -1.7 -2.5 1.4 -0.222
C 3.308 -1.166 -0.080 2.5 1.8 -1.7 -0.186
C 2.016 -1.355 0.392 5.0 -3.5 -1.4 -0.240
H -3.857 0.049 1.499 1.8 0.1 -3.8 0.234
H -4.314 0.404 -0.592 2.7 -0.2 3.5 0.219
H -3.155 -2.099 0.030 1.8 2.0 -1.3 0.246
H -2.956 -0.975 -1.659 0.3 -0.7 3.5 0.211
H -0.633 -0.272 1.760 0.6 -0.6 -2.2 0.203
H -2.394 1.714 -0.987 0.6 -0.4 2.9 0.193
H -1.805 1.839 0.777 0.2 4.1 4.1 0.192
H 0.985 1.722 -0.128 -5.5 5.7 -0.9 0.191
H 3.414 2.285 -0.138 0.1 1.4 -0.2 0.211
H 4.795 0.159 -0.561 1.2 0.9 -0.4 0.205
H 4.033 -1.905 -0.591 -1.5 0.6 1.6 0.220
H 1.509 -2.236 0.432 -0.5 -3.0 0.6 0.220
N -1.263 -0.842 -0.482 3.8 -0.7 0.6 -0.322
N -0.864 0.628 -0.300 -0.1 -4.9 0.0 -0.273